# 1
# C3H10NO2

A cluster of 2 separate species, C3H10NO2 in total (ωB97M-V with the def2-TZVPD basis set, the OMol25 dataset).

The geometry in ORCA input format:
```
! RIJCOSX wB97M-V def2-TZVPD def2/J DEFGRID3
* xyz -1 1
C 0.50593 -1.60901 -0.01280
N 0.35547 -0.20788 0.01996
C -0.56158 0.53121 -0.85081
C -2.01596 0.34433 -0.23501
O -1.93528 0.33322 1.11828
H 0.56056 -2.02248 0.99618
H -0.26412 -2.12536 -0.62416
H 1.44737 -1.97270 -0.49686
H -0.17629 -0.00520 0.90494
H -0.22572 1.57140 -0.75620
H -0.50620 0.27672 -1.91700
H -2.68231 1.12483 -0.64415
H -2.34142 -0.63302 -0.66814
H 3.12168 0.95213 0.95819
H 2.09205 0.68798 -0.16642
O 3.07930 0.80252 0.00077
*
```

The highest occupied orbital energy is -2.840 eV. The value obtained for the HOMO-LUMO gap is 0.258 Eh. As for the total energy: -325.5145 Eh. As for the energy relative to the best compared isomer or geometry (same formula, charge and spin): 105.55 kJ/mol.

# 2
# C3H10NO2

A cluster of 2 separate species, C3H10NO2 in total (ωB97M-V with the def2-TZVPD basis set, the OMol25 dataset).

The geometry in ORCA input format:
```
! RIJCOSX wB97M-V def2-TZVPD def2/J DEFGRID3
* xyz 1 1
O 1.54017 1.14802 1.21884
C 0.35180 1.01333 1.24697
C -0.25041 -0.33260 0.68260
C 0.45638 -1.48665 1.39275
N 0.22749 -0.30480 -0.75393
H -0.28444 1.74387 1.76141
H -1.33004 -0.40805 0.66990
H 1.37962 -1.19018 1.89281
H -0.17164 -2.00909 2.10251
H 0.95048 -2.10908 0.63150
H 1.17406 0.07263 -0.82862
H 0.18475 -1.27707 -1.06134
H -0.40337 0.29475 -1.36711
H -1.96160 1.47788 -2.88313
H -0.60945 2.01007 -2.48465
O -1.25379 1.35698 -2.22050
*
```

The highest occupied orbital energy is -14.668 eV. The value obtained for the HOMO-LUMO gap is 0.406 Eh. As for the total energy: -325.2736 Eh. As for the energy relative to the best compared isomer or geometry (same formula, charge and spin): 115.27 kJ/mol.

# 3
# C3H10NO2

A cluster of 2 separate species, C3H10NO2 in total (ωB97M-V with the def2-TZVPD basis set, the OMol25 dataset).

The geometry in ORCA input format:
```
! RIJCOSX wB97M-V def2-TZVPD def2/J DEFGRID3
* xyz 1 1
O 0.00233 2.00218 -1.10612
C -0.44628 1.66070 -0.04497
C -1.01090 0.27187 0.16985
C -0.73075 -0.28481 1.57281
N -0.44926 -0.58276 -0.92774
H -0.57016 2.35407 0.79798
H -2.09207 0.36088 0.04085
H -1.14629 -1.28646 1.65176
H 0.35761 -0.34839 1.69836
H -1.08625 0.43094 2.30916
H -1.10450 -1.29353 -1.24877
H -0.29719 0.12585 -1.67269
H 0.48137 -0.96339 -0.68209
H 2.68716 -1.02682 -0.08815
H 3.05746 -0.50407 -1.48754
O 2.34772 -0.91623 -0.98270
*
```

The highest occupied orbital energy is -15.087 eV. The value obtained for the HOMO-LUMO gap is 0.418 Eh. As for the total energy: -325.2911 Eh. As for the energy relative to the best compared isomer or geometry (same formula, charge and spin): 69.48 kJ/mol.

# 4
# C3H10NO2

A cluster of 2 separate species, C3H10NO2 in total (ωB97M-V with the def2-TZVPD basis set, the OMol25 dataset).

The geometry in ORCA input format:
```
! RIJCOSX wB97M-V def2-TZVPD def2/J DEFGRID3
* xyz 1 1
O 2.30805 -2.02005 0.79856
C 1.56606 -1.39984 0.10268
C 0.14535 -1.08829 0.54859
N -0.53631 -0.15537 -0.39006
C -1.92861 0.20465 0.02726
H 1.87557 -1.03324 -0.89625
H -0.42517 -2.01581 0.59610
H 0.15595 -0.63451 1.53708
H 0.01852 0.72316 -0.44836
H -0.58377 -0.54941 -1.33005
H -1.88415 0.70939 0.98895
H -2.53166 -0.69511 0.10563
H -2.34331 0.86892 -0.72300
H 1.96313 2.11759 0.17199
H 1.06291 2.91353 -0.76338
O 1.13746 2.05439 -0.32573
*
```

The highest occupied orbital energy is -14.431 eV. The value obtained for the HOMO-LUMO gap is 0.408 Eh. As for the total energy: -325.2788 Eh. As for the energy relative to the best compared isomer or geometry (same formula, charge and spin): 101.73 kJ/mol.

# 5
# C3H10NO2

A cluster of 2 separate species, C3H10NO2 in total (ωB97M-V with the def2-TZVPD basis set, the OMol25 dataset).

The geometry in ORCA input format:
```
! RIJCOSX wB97M-V def2-TZVPD def2/J DEFGRID3
* xyz 1 1
O -0.37265 -1.64324 -1.46436
C 0.35171 -0.84361 -1.95570
C 0.85836 0.36266 -1.15032
N 0.35173 0.22630 0.29394
C 0.14340 1.49602 1.05434
H 0.73510 -0.91416 -2.98044
H 1.94440 0.33029 -1.07505
H 0.61606 1.34852 -1.52666
H -0.50151 -0.36850 0.39692
H 1.13478 -0.28997 0.69706
H 0.20214 1.25289 2.11356
H -0.87962 1.79387 0.85208
H 0.89564 2.24061 0.83491
H -1.22919 -1.87930 1.75639
H -2.46768 -1.83422 0.89195
O -1.78267 -1.27815 1.26138
*
```

The highest occupied orbital energy is -14.837 eV. The value obtained for the HOMO-LUMO gap is 0.423 Eh. As for the total energy: -325.2767 Eh. As for the energy relative to the best compared isomer or geometry (same formula, charge and spin): 107.28 kJ/mol.

# 6
# C3H10NO2P

An isolated molecule of C3H10NO2P (ωB97M-V with the def2-TZVPD basis set, the OMol25 dataset).

The geometry in ORCA input format:
```
! RIJCOSX wB97M-V def2-TZVPD def2/J DEFGRID3
* xyz 0 1
C -0.91737 -1.18910 0.20131
C -0.22211 0.11288 -0.18952
C -0.83196 1.30151 0.55191
N -0.17902 0.24109 -1.63087
P 1.56475 0.06232 0.31387
O 2.42540 1.12386 -0.18407
O 2.15586 -1.36661 -0.04197
H -0.73124 -1.95063 -0.55308
H -1.99170 -1.04108 0.27565
H -0.55805 -1.53258 1.17163
H -1.87791 1.44026 0.27998
H -0.27812 2.20871 0.31671
H -0.77004 1.13234 1.62549
H -1.09926 0.43161 -2.01337
H 0.43387 1.01036 -1.88122
H 1.37586 0.08611 1.83157
H 1.50105 -2.07105 -0.07400
*
```

As for the SMILES: CC(C)(N)[P@H](=O)O. The highest occupied orbital energy is -9.777 eV. The value obtained for the HOMO-LUMO gap is 0.384 Eh. As for the total energy: -666.9420 Eh. As for the energy relative to the best compared isomer or geometry (same formula, charge and spin): 142.63 kJ/mol.

Question: The lowest energy relative to the best compared isomer or geometry (same formula, charge and spin) belongs to which entry?
Answer: number 3

Question: Which of these has the lowest highest occupied orbital energy?
Answer: number 3

Question: Look up the energy relative to the best compared isomer or geometry (same formula, charge and spin) of the third one.
Answer: 69.48 kJ/mol

Question: Among the records above, which one has the highest energy relative to the best compared isomer or geometry (same formula, charge and spin)?
Answer: C3H10NO2P